Record 1
DFT (the ωB97M-V functional and the def2-TZVPD basis) results for a structure of composition C50H64AuN5O2P3Te in a non-equilibrium geometry.

Properties
Molecular weight: 1184.584 g/mol
Expectation value of S²: 3.778
Net charge: +2
Relative energy (zero: lowest compared OMol25 entry of this formula, charge and spin): 23.6 kcal/mol
2S+1: 4
LUMO energy (alpha / beta): -4.445 / -7.842 eV

Structure (XYZ):
```
126
Properties=species:S:1:pos:R:3:lowdin_spin:R:1
Au -0.045 -0.443 -1.397 0.2487
N 1.642 -2.853 -2.310 0.0781
P -0.011 -2.480 -2.477 0.0710
C -0.244 -1.923 -4.208 0.0163
C -1.267 -1.019 -4.510 0.0023
C -1.464 -0.593 -5.819 0.0009
C -0.637 -1.061 -6.832 -0.0013
C 0.382 -1.961 -6.539 0.0017
C 0.578 -2.396 -5.232 0.0020
C -0.958 -4.003 -2.478 0.0151
C -2.349 -3.879 -2.509 0.0044
C -3.135 -5.010 -2.677 -0.0004
C -2.531 -6.256 -2.813 0.0034
C -1.148 -6.376 -2.758 0.0010
C -0.355 -5.249 -2.582 0.0053
P 2.429 -1.324 -2.369 0.3404
C 3.886 -1.581 -3.402 0.0666
C 4.332 -0.531 -4.204 0.0088
C 5.505 -0.672 -4.934 -0.0007
C 6.224 -1.857 -4.864 0.0027
C 5.774 -2.907 -4.067 0.0046
C 4.601 -2.780 -3.337 0.0168
C 2.996 -0.960 -0.692 0.0412
C 3.496 -1.953 0.149 0.0088
C 4.006 -1.600 1.388 0.0030
C 4.026 -0.266 1.786 -0.0007
C 3.523 0.724 0.952 0.0009
C 3.000 0.377 -0.290 0.0011
H 2.006 -3.571 -2.924 0.0006
H -1.911 -0.642 -3.720 0.0023
H -2.257 0.112 -6.045 0.0001
H -0.788 -0.728 -7.855 -0.0001
H 1.024 -2.333 -7.331 0.0002
H 1.373 -3.109 -5.032 -0.0001
H -2.815 -2.902 -2.417 0.0008
H -4.214 -4.922 -2.709 0.0000
H -3.143 -7.140 -2.962 0.0002
H -0.683 -7.352 -2.849 0.0000
H 0.724 -5.358 -2.519 0.0005
H 3.766 0.395 -4.259 0.0028
H 5.851 0.141 -5.562 -0.0001
H 7.140 -1.968 -5.433 0.0001
H 6.342 -3.829 -4.008 0.0008
H 4.272 -3.604 -2.711 0.0007
H 3.487 -2.993 -0.160 0.0000
H 4.395 -2.370 2.047 0.0007
H 4.439 0.002 2.754 -0.0001
H 3.531 1.762 1.266 0.0001
H 2.587 1.147 -0.943 0.0014
C -2.788 -1.427 1.100 0.0043
N -2.038 -2.083 2.179 0.0004
C -2.835 -2.994 3.019 0.0001
P -0.391 -2.175 2.131 0.0016
O 0.150 -1.353 0.993 0.0253
N 0.302 -1.722 3.548 0.0008
C 0.030 -2.423 4.819 0.0003
C 1.510 -0.892 3.547 0.0001
N -0.087 -3.808 2.118 0.0010
C 1.294 -4.207 2.428 0.0000
C -0.596 -4.520 0.941 0.0000
H -3.575 -0.796 1.519 0.0001
H -3.263 -2.157 0.428 0.0001
H -2.127 -0.794 0.513 0.0067
H -3.889 -2.790 2.842 0.0000
H -2.649 -2.836 4.079 0.0000
H -2.649 -4.048 2.788 0.0000
H -0.431 -3.395 4.649 0.0000
H -0.621 -1.838 5.473 0.0000
H 0.971 -2.590 5.350 0.0000
H 1.592 -0.336 2.617 0.0001
H 2.418 -1.501 3.670 0.0000
H 1.470 -0.186 4.377 0.0000
H 1.614 -3.786 3.380 0.0000
H 2.001 -3.891 1.651 0.0000
H 1.335 -5.294 2.512 0.0000
H -1.593 -4.167 0.670 0.0000
H -0.658 -5.592 1.141 0.0000
H 0.069 -4.377 0.085 0.0000
C 0.404 2.054 -3.720 0.0316
C -0.303 2.406 -2.428 0.0449
O -0.894 3.525 -2.410 0.2374
N -0.281 1.608 -1.339 0.4044
Te -1.536 3.027 -0.045 0.7092
C -3.079 4.019 1.191 0.2706
C -4.205 3.300 1.581 0.0363
C -4.517 1.877 1.161 0.0213
C -5.088 3.951 2.443 0.0103
C -4.879 5.259 2.863 0.0076
C -5.855 5.946 3.792 0.0018
C -3.765 5.948 2.380 0.0136
C -2.846 5.362 1.521 0.0429
C -1.685 6.188 0.992 0.0178
C -0.018 3.380 1.366 0.0331
C -0.200 2.931 2.687 0.0177
C -1.363 2.076 3.172 0.0185
C 0.752 3.315 3.624 0.0003
C 1.870 4.060 3.291 0.0089
C 2.884 4.458 4.336 0.0016
C 2.037 4.441 1.963 -0.0022
C 1.105 4.133 0.983 0.0094
C 1.364 4.639 -0.424 0.0090
H -0.291 2.209 -4.547 0.0030
H 0.774 1.035 -3.738 0.0029
H 1.232 2.755 -3.852 -0.0006
H -3.921 1.546 0.316 0.0160
H -5.565 1.790 0.876 0.0003
H -4.345 1.183 1.990 0.0001
H -5.971 3.412 2.783 0.0016
H -6.609 5.253 4.165 0.0000
H -6.369 6.760 3.274 0.0004
H -5.334 6.384 4.646 0.0004
H -3.617 6.990 2.664 0.0025
H -1.936 7.247 1.008 0.0012
H -1.436 5.932 -0.037 0.0085
H -0.788 6.049 1.604 0.0003
H -1.846 1.524 2.368 0.0138
H -2.128 2.688 3.658 0.0001
H -1.015 1.331 3.893 0.0014
H 0.607 3.018 4.661 0.0005
H 2.667 4.000 5.303 0.0000
H 2.890 5.542 4.472 0.0005
H 3.893 4.167 4.034 0.0005
H 2.910 5.032 1.682 -0.0002
H 1.718 5.669 -0.399 0.0009
H 0.491 4.612 -1.067 0.0063
H 2.142 4.041 -0.910 0.0001
```

=====

Record 2
DFT (the ωB97M-V functional and the def2-TZVPD basis) results for the ion C4H11N2 with charge +1 in a non-equilibrium geometry.

Properties
Molecular weight: 87.146 g/mol
Structure (SMILES): CCCNC=[NH2+]
Net charge: +1
Relative energy (zero: lowest compared OMol25 entry of this formula, charge and spin): 20.6 kcal/mol
LUMO energy: -4.144 eV

Structure (XYZ):
```
17
Properties=species:S:1:pos:R:3:nbo_charge:R:1
C 0.004 2.240 0.338 -0.6224
C 1.220 1.363 0.018 -0.4344
C 1.199 -0.056 0.588 -0.2179
N -0.115 -0.752 0.503 -0.5409
C -0.642 -1.052 -0.666 0.4125
N -1.532 -2.013 -0.784 -0.6892
H -0.358 2.771 -0.533 0.2350
H 0.116 2.856 1.228 0.2366
H -0.846 1.624 0.666 0.1839
H 2.136 1.802 0.418 0.2440
H 1.346 1.379 -1.064 0.2121
H 1.379 -0.008 1.659 0.2272
H 1.938 -0.712 0.148 0.2266
H -0.715 -0.669 1.311 0.4327
H -0.234 -0.655 -1.589 0.2258
H -1.891 -2.305 -1.681 0.4425
H -1.757 -2.533 0.052 0.4259
```

=====

Record 3
DFT (the ωB97M-V functional and the def2-TZVPD basis) results for the ion C45H49N4O with charge +1 in a non-equilibrium geometry.

Properties
Molecular weight: 661.914 g/mol
Net charge: +1
Relative energy (zero: lowest compared OMol25 entry of this formula, charge and spin): 13.5 kcal/mol
LUMO energy: -3.432 eV

Structure (XYZ):
```
99
Properties=species:S:1:pos:R:3:lowdin_charge:R:1
C 2.400 2.577 3.457 -0.0624
N 2.930 1.560 2.567 -0.2441
C 4.179 1.852 1.884 -0.1079
C 2.093 0.489 2.108 -0.1523
C 2.857 -0.853 2.285 -0.1221
C 4.227 -1.027 2.623 -0.0170
C 4.858 -2.280 2.712 -0.0236
C 4.097 -3.461 2.684 -0.2655
C 4.766 -4.813 2.750 -0.0542
C 2.714 -3.305 2.523 -0.0241
C 2.135 -2.056 2.310 -0.0400
H 2.293 3.554 2.960 0.0702
H 1.418 2.303 3.858 0.0949
H 3.138 2.762 4.258 0.0937
H 4.205 2.878 1.503 0.0798
H 5.015 1.784 2.586 0.0831
H 4.338 1.157 1.040 0.0997
H 1.192 0.394 2.842 0.1630
H 4.855 -0.178 2.833 0.0809
H 5.947 -2.365 2.895 0.1246
H 4.179 -5.581 3.270 0.0776
H 5.081 -5.136 1.741 0.0932
H 5.648 -4.780 3.388 0.0728
H 2.054 -4.164 2.613 0.0883
H 1.051 -1.983 2.202 0.0643
C -0.775 6.036 -2.038 -0.0358
C -1.006 4.566 -1.955 -0.2528
C -0.060 3.670 -2.459 0.0063
C -0.284 2.280 -2.456 -0.2341
C 0.649 1.353 -3.197 -0.0118
C -1.374 1.810 -1.716 -0.1674
N -1.436 0.417 -1.420 0.1495
C -0.707 -0.347 -0.507 -0.0143
C 0.716 -0.070 -0.043 -0.2142
C 1.216 1.141 0.860 -0.2182
C 2.095 1.997 -0.100 -0.0199
C 0.001 2.037 1.316 -0.1649
C -1.099 1.341 1.761 -0.0749
C -2.243 1.958 2.283 -0.0694
C -2.288 3.353 2.320 -0.0807
C -1.131 4.080 2.012 -0.0572
C 0.011 3.442 1.495 -0.0299
O 1.608 -0.822 -0.423 0.1440
N -1.177 -1.610 -0.693 0.0602
C -0.752 -2.896 -0.205 -0.1017
C -0.786 -3.214 1.164 -0.2066
C -1.309 -2.278 2.193 -0.0349
C -0.274 -4.444 1.576 -0.0191
C 0.240 -5.381 0.667 -0.2375
C 0.843 -6.666 1.170 -0.0352
C 0.157 -5.072 -0.694 0.0121
C -0.360 -3.872 -1.148 -0.1845
C -0.410 -3.613 -2.622 -0.0323
N -2.318 -1.621 -1.501 0.2324
C -2.403 -0.415 -1.988 -0.1767
C -3.304 -0.013 -3.071 -0.1512
C -4.539 -0.687 -3.173 -0.0241
C -5.441 -0.372 -4.184 -0.0569
C -5.128 0.639 -5.117 -0.0504
C -3.898 1.311 -5.027 -0.0526
C -2.988 0.965 -4.037 -0.0187
C -2.409 2.678 -1.323 -0.1756
C -3.716 2.199 -0.737 -0.0207
C -2.191 4.055 -1.439 0.0103
H -1.705 6.593 -1.926 0.0842
H -0.105 6.369 -1.244 0.0877
H -0.311 6.317 -2.984 0.0882
H 0.888 4.057 -2.849 0.1348
H 0.186 0.959 -4.122 0.0963
H 1.539 1.921 -3.506 0.0966
H 0.970 0.515 -2.549 0.0749
H 2.509 2.920 0.372 0.0858
H 2.912 1.360 -0.508 0.1034
H 1.500 2.305 -0.991 0.0629
H -1.101 0.234 1.723 0.0840
H -3.113 1.336 2.578 0.1228
H -3.190 3.855 2.703 0.1168
H -1.141 5.173 2.108 0.1150
H 0.895 4.021 1.226 0.1068
H -1.554 -2.855 3.090 0.1009
H -0.544 -1.561 2.501 0.0544
H -2.197 -1.744 1.871 0.0872
H -0.242 -4.686 2.651 0.1357
H 0.913 -7.412 0.366 0.0844
H 1.869 -6.525 1.555 0.0813
H 0.250 -7.089 1.999 0.0918
H 0.529 -5.808 -1.404 0.1260
H -0.239 -4.570 -3.147 0.0893
H -1.377 -3.209 -2.961 0.0730
H 0.399 -2.934 -2.945 0.0953
H -4.781 -1.431 -2.417 0.1178
H -6.406 -0.892 -4.234 0.1161
H -5.840 0.879 -5.914 0.1140
H -3.665 2.117 -5.726 0.1157
H -2.049 1.507 -4.003 0.0988
H -4.156 3.030 -0.156 0.0887
H -4.462 1.927 -1.514 0.0948
H -3.615 1.343 -0.041 0.0799
H -2.968 4.715 -1.044 0.1305
```